## one
Formula: C35H35Cl3N4O4RuS7
Source: OMol25
Level of theory: wB97M-V/def2-TZVPD

Computed properties:
- HOMO-LUMO gap (spin up / spin down) (eV) = 5.14 / 5.28
- HOMO (spin up / spin down) (eV) = -3.5 / -3.6
- M (Da) = 1007.59

```
! wB97M-V def2-TZVPD RIJCOSX def2/J DEFGRID3
* xyz -1 2
Ru -2.34 -1.58 -0.63
C -2.24 -2.82 3.48
C -2.19 -1.91 2.27
O -2.07 -2.53 1.15
C -2.34 -0.55 2.48
C -2.49 0.48 1.51
C -2.63 1.89 1.98
N -2.54 0.23 0.23
N -2.66 1.31 -0.64
C -2.77 0.89 -1.87
O -2.78 -0.33 -2.26
C -2.87 1.95 -2.92
C -3.22 3.26 -2.60
C -3.28 4.23 -3.60
C -2.98 3.89 -4.91
C -2.64 2.59 -5.23
C -2.60 1.62 -4.24
H -2.16 -3.86 3.15
H -3.19 -2.69 4.01
H -1.43 -2.60 4.18
H -2.42 -0.24 3.51
H -2.53 1.95 3.06
H -3.60 2.30 1.68
H -1.88 2.52 1.51
H -3.44 3.50 -1.57
H -3.55 5.24 -3.34
H -3.03 4.65 -5.69
H -2.42 2.32 -6.26
H -2.34 0.59 -4.47
S -6.42 -7.56 -1.56
C -5.48 -6.19 -1.41
S -3.81 -6.13 -1.80
C -3.51 -4.45 -1.40
C -4.58 -3.78 -0.93
S -4.57 -2.09 -0.52
S -6.07 -4.69 -0.82
S -1.94 -3.77 -1.61
Cl -1.88 5.80 -0.61
C -0.61 4.62 -0.67
C -0.10 4.22 -1.89
C 0.94 3.30 -1.90
C 1.46 2.76 -0.73
C 2.64 1.82 -0.77
C 2.62 0.84 -1.94
N 1.42 0.04 -2.00
C 0.97 -0.60 -3.14
C -0.17 -1.24 -2.79
N -0.43 -1.01 -1.46
C 0.54 -0.25 -1.01
O 3.82 2.62 -0.88
C 5.00 2.01 -0.39
C 4.96 1.75 1.09
C 4.78 0.54 1.66
Cl 4.58 -0.96 0.85
S 4.72 0.61 3.38
C 4.95 2.31 3.34
C 5.05 2.78 2.08
C 0.89 3.17 0.47
Cl 1.44 2.50 1.99
C -0.12 4.10 0.52
H -0.51 4.61 -2.81
H 1.34 2.99 -2.86
H 2.66 1.25 0.16
H 3.49 0.19 -1.88
H 2.69 1.41 -2.88
H 1.50 -0.53 -4.08
H -0.84 -1.84 -3.39
H 0.63 0.09 0.00
H 5.80 2.73 -0.62
H 5.23 1.09 -0.93
H 4.98 2.86 4.27
H 5.18 3.82 1.83
H -0.54 4.41 1.46
C 2.06 -2.40 4.72
C 2.27 -2.07 3.25
S 0.94 -2.74 2.21
O 1.08 -2.09 0.88
C 1.57 -4.43 2.00
C 2.81 -4.50 1.13
H 2.81 -1.91 5.33
H 2.13 -3.47 4.90
H 1.07 -2.07 5.05
H 3.24 -2.41 2.88
H 2.20 -0.99 3.06
H 0.73 -4.94 1.52
H 1.70 -4.86 2.99
H 2.67 -3.87 0.25
H 2.98 -5.53 0.80
H 3.71 -4.17 1.67
*
```

---

## two
Formula: C35H35Cl3N4O4RuS7
Source: OMol25
Level of theory: wB97M-V/def2-TZVPD

Computed properties:
- HOMO-LUMO gap (spin up / spin down) (eV) = 5.31 / 5.38
- HOMO (spin up / spin down) (eV) = -3.7 / -3.7
- M (Da) = 1007.59

```
! wB97M-V def2-TZVPD RIJCOSX def2/J DEFGRID3
* xyz -1 2
Ru -0.19 -0.15 -0.41
C 2.81 -1.35 -3.16
C 2.23 -0.87 -1.86
O 1.03 -0.43 -1.97
C 2.99 -0.94 -0.71
C 2.61 -0.49 0.59
C 3.63 -0.56 1.69
N 1.42 -0.04 0.85
N 1.15 0.35 2.17
C -0.12 0.62 2.28
O -1.00 0.56 1.35
C -0.62 1.05 3.63
C 0.18 0.94 4.76
C -0.32 1.32 6.00
C -1.61 1.82 6.11
C -2.40 1.95 4.98
C -1.90 1.56 3.74
H 2.45 -0.72 -3.97
H 2.45 -2.37 -3.35
H 3.90 -1.35 -3.15
H 4.00 -1.29 -0.82
H 4.57 -0.97 1.32
H 3.26 -1.17 2.52
H 3.81 0.44 2.11
H 1.18 0.55 4.66
H 0.30 1.23 6.88
H -2.00 2.12 7.08
H -3.41 2.35 5.05
H -2.50 1.66 2.84
S -4.86 3.80 -4.39
C -3.82 2.91 -3.47
S -2.39 3.55 -2.74
C -1.81 2.09 -1.97
C -2.59 1.00 -2.16
S -2.23 -0.57 -1.48
S -4.02 1.24 -3.13
S -0.34 2.13 -1.04
Cl 5.88 -6.22 1.46
C 4.51 -6.16 0.40
C 4.23 -5.00 -0.31
C 3.14 -4.98 -1.16
C 2.33 -6.09 -1.33
C 1.14 -6.02 -2.26
C -0.13 -5.58 -1.53
N 0.05 -4.40 -0.72
C 0.49 -4.36 0.59
C 0.55 -3.05 0.93
N 0.17 -2.29 -0.14
C -0.12 -3.12 -1.11
O 1.36 -5.11 -3.33
C 2.00 -5.71 -4.45
C 3.47 -5.94 -4.27
C 4.04 -7.14 -3.97
Cl 3.25 -8.65 -3.78
S 5.73 -7.03 -3.70
C 5.71 -5.35 -4.03
C 4.46 -4.91 -4.32
C 2.61 -7.22 -0.57
Cl 1.58 -8.63 -0.66
C 3.70 -7.28 0.29
H 4.85 -4.12 -0.18
H 2.91 -4.07 -1.70
H 0.94 -7.01 -2.68
H -0.48 -6.38 -0.89
H -0.90 -5.37 -2.28
H 0.70 -5.26 1.14
H 0.88 -2.60 1.85
H -0.47 -2.83 -2.09
H 1.83 -5.02 -5.28
H 1.50 -6.66 -4.69
H 6.62 -4.78 -4.00
H 4.23 -3.88 -4.55
H 3.91 -8.17 0.85
C -1.41 -2.36 4.55
C -2.25 -3.18 3.57
S -2.44 -2.33 1.98
O -3.09 -3.34 1.07
C -3.72 -1.15 2.46
C -5.09 -1.79 2.60
H -1.13 -2.96 5.42
H -1.96 -1.49 4.92
H -0.50 -1.99 4.08
H -3.23 -3.43 3.96
H -1.75 -4.11 3.29
H -3.69 -0.41 1.67
H -3.38 -0.67 3.38
H -5.30 -2.41 1.73
H -5.86 -1.01 2.67
H -5.17 -2.41 3.50
*
```

---

It is two that is most stable; the runner-up trails by 0.0178 hartree.

---

## one
Formula: C6H6N2O3S
Source: OMol25
Level of theory: wB97M-V/def2-TZVPD

Computed properties:
- HOMO-LUMO gap (eV) = 9.37
- HOMO (eV) = -10.2
- M (Da) = 186.19

```
! wB97M-V def2-TZVPD RIJCOSX def2/J DEFGRID3
* xyz 0 1
C 2.88 -1.04 0.80
C 1.24 1.19 -0.01
C -2.54 0.85 -1.29
C -2.48 0.74 0.03
C 1.97 -1.03 -0.31
C 2.12 0.36 -0.88
N 3.49 -1.34 1.75
N 0.45 1.71 0.65
O -1.03 -1.30 0.05
O -1.73 -0.47 2.24
O 2.70 0.72 -1.84
S -2.29 -0.91 0.79
H -2.16 1.78 -1.75
H -2.58 0.03 -1.97
H -2.39 1.62 0.75
H 2.25 -1.65 -1.16
H 0.93 -1.18 0.01
H -0.86 -0.08 2.13
*
```

---

## two
Formula: C6H6N2O3S
Source: OMol25
Level of theory: wB97M-V/def2-TZVPD

Computed properties:
- HOMO-LUMO gap (spin up / spin down) (eV) = 6.73 / 8.32
- HOMO (spin up / spin down) (eV) = -8.7 / -9.7
- M (Da) = 186.19

```
! wB97M-V def2-TZVPD RIJCOSX def2/J DEFGRID3
* xyz 0 1
C 2.37 1.20 -0.13
C 1.60 1.04 -1.27
C 2.07 0.50 1.02
C 0.51 0.18 -1.26
C 0.98 -0.37 1.05
C 0.24 -0.52 -0.10
N -0.88 -2.62 1.01
N -4.05 1.54 0.40
O -3.71 2.63 0.05
O -3.47 0.48 0.41
O -1.45 -2.10 -1.46
S -1.24 -1.61 -0.10
H 3.21 1.88 -0.14
H 1.83 1.59 -2.17
H 2.67 0.62 1.91
H -0.10 0.04 -2.14
H 0.73 -0.93 1.93
H -1.33 -3.53 0.99
*
```

---

It is one that is most stable; the runner-up trails by 0.0762 hartree.

---

## one
Formula: C3H8O2Si
Source: OMol25
Level of theory: wB97M-V/def2-TZVPD

Computed properties:
- HOMO-LUMO gap (eV) = 9.89
- SMILES = O=[SiH]O.C=CC
- HOMO (eV) = -9.9
- M (Da) = 104.18

```
! wB97M-V def2-TZVPD RIJCOSX def2/J DEFGRID3
* xyz 0 1
O 1.57 1.01 -3.62
Si 0.21 1.53 -3.18
O -0.10 2.38 -1.85
H -1.12 1.07 -3.58
H 0.61 2.35 -1.21
C -0.43 0.33 1.95
C 0.13 -0.85 1.93
C -0.15 -1.94 0.95
H 0.12 1.03 2.56
H -1.32 0.78 1.53
H 1.06 -0.93 2.47
H -0.92 -2.74 1.16
H -0.45 -1.49 0.08
H 0.78 -2.53 0.81
*
```

---

## two
Formula: C3H8O2Si
Source: OMol25
Level of theory: wB97M-V/def2-TZVPD

Computed properties:
- HOMO-LUMO gap (eV) = 10.65
- SMILES = O=[SiH]O.C=CC
- HOMO (eV) = -10.3
- M (Da) = 104.18

```
! wB97M-V def2-TZVPD RIJCOSX def2/J DEFGRID3
* xyz 0 1
O -1.89 -2.10 -0.12
Si -1.87 -0.67 0.27
O -2.27 0.54 -0.71
H -1.76 -0.08 1.61
H -1.56 0.73 -1.28
C 0.58 1.04 0.93
C 0.73 0.60 -0.31
C 1.46 -0.71 -0.50
H 0.32 2.10 1.13
H 0.60 0.43 1.85
H 0.60 1.12 -1.27
H 1.86 -0.68 -1.51
H 2.27 -0.80 0.25
H 0.91 -1.53 -0.36
*
```

---

It is one that is most stable; the runner-up trails by 0.0074 hartree.

---

## one
Formula: C7H17N3
Source: OMol25
Level of theory: wB97M-V/def2-TZVPD

Computed properties:
- HOMO-LUMO gap (eV) = 9.38
- SMILES = CC(C)n1n(C)n1C(C)C
- HOMO (eV) = -8.5
- M (Da) = 143.23

```
! wB97M-V def2-TZVPD RIJCOSX def2/J DEFGRID3
* xyz 0 1
C -2.51 -0.56 0.47
C -1.50 0.43 0.03
C -2.06 1.63 -0.69
N -0.63 -0.41 -1.18
N 0.12 -1.59 -0.96
C -0.03 -2.32 0.29
N 0.81 -0.34 -1.08
C 1.55 0.22 0.15
C 1.62 1.75 -0.12
C 2.90 -0.46 0.18
H -2.55 -1.20 -0.42
H -3.39 0.05 0.68
H -2.04 -0.97 1.44
H -0.86 0.83 0.96
H -2.70 1.41 -1.57
H -1.37 2.47 -0.90
H -2.80 1.96 -0.05
H 0.81 -2.88 0.47
H -0.18 -1.62 1.11
H -1.00 -2.83 0.04
H 1.05 0.08 1.07
H 2.48 2.17 0.50
H 0.72 2.39 0.31
H 1.72 1.91 -1.28
H 2.77 -1.53 0.57
H 3.65 0.01 0.74
H 3.44 -0.62 -0.79
*
```

---

## two
Formula: C7H17N3
Source: OMol25
Level of theory: wB97M-V/def2-TZVPD

Computed properties:
- HOMO-LUMO gap (eV) = 7.94
- HOMO (eV) = -7.2
- M (Da) = 143.23

```
! wB97M-V def2-TZVPD RIJCOSX def2/J DEFGRID3
* xyz 0 1
C 0.30 -0.37 0.33
C -0.03 -0.77 -1.71
C -1.72 0.99 0.36
C -0.20 -1.46 1.24
C -0.52 -2.18 -1.84
C 1.34 -0.51 -2.28
N -0.28 0.83 0.27
C 0.62 1.73 1.79
N 0.40 3.07 1.64
N 1.28 1.16 2.70
H 1.39 -0.30 0.36
H -0.76 -0.07 -2.09
H -0.18 3.41 0.89
H 0.82 3.73 2.29
H 1.68 1.76 3.44
H -1.95 2.04 0.54
H -2.21 0.40 1.14
H -2.17 0.72 -0.60
H -0.03 -1.15 2.27
H -1.26 -1.67 1.09
H 0.38 -2.37 1.07
H -1.52 -2.29 -1.41
H 2.09 -1.09 -1.75
H 0.16 -2.88 -1.35
H -0.61 -2.49 -2.89
H 1.39 -0.77 -3.34
H 1.60 0.54 -2.17
*
```

---

It is two that is most stable; the runner-up trails by 0.0809 hartree.

---

## one
Formula: C4H7N3O2
Source: OMol25
Level of theory: wB97M-V/def2-TZVPD

Computed properties:
- HOMO-LUMO gap (eV) = 7.77
- HOMO (eV) = -7.9
- M (Da) = 129.12

```
! wB97M-V def2-TZVPD RIJCOSX def2/J DEFGRID3
* xyz 0 1
C 0.36 -1.71 2.42
C 0.30 -0.52 -0.51
C 0.04 -0.26 -1.90
C -0.63 0.94 -1.93
H -0.65 -1.31 2.03
H 0.51 -1.13 3.50
H 0.50 -2.81 2.55
H 1.57 -2.21 -0.30
H -0.04 -1.15 -2.60
H -0.97 1.40 -2.85
H -0.75 2.41 1.15
N 0.91 -1.51 0.14
N -0.74 1.36 -0.69
N -0.16 0.55 0.15
O 1.29 -1.15 1.50
O -1.36 2.55 -0.15
*
```

---

## two
Formula: C4H7N3O2
Source: OMol25
Level of theory: wB97M-V/def2-TZVPD

Computed properties:
- HOMO-LUMO gap (eV) = 10.86
- SMILES = [H]/N=C(\O)C/N=C/NC=O
- HOMO (eV) = -10.2
- M (Da) = 129.12

```
! wB97M-V def2-TZVPD RIJCOSX def2/J DEFGRID3
* xyz 0 1
H -2.70 0.96 -2.26
N -1.51 0.80 -1.82
C -1.86 0.54 -0.66
O -3.53 0.60 -0.84
C -1.28 -0.06 0.58
N -0.08 -0.79 0.30
C 1.04 -0.20 0.42
N 2.22 -0.85 0.11
C 3.46 -0.34 0.37
O 3.66 0.71 0.95
H -3.86 0.53 0.06
H -2.01 -0.76 1.02
H -1.15 0.75 1.32
H 1.16 0.81 0.84
H 2.16 -1.72 -0.41
H 4.28 -0.99 0.02
*
```

---

## three
Formula: C4H7N3O2
Source: OMol25
Level of theory: wB97M-V/def2-TZVPD

Computed properties:
- HOMO-LUMO gap (eV) = 9.93
- SMILES = [H]/N=C\CC(=C)/N=[N+](/[O-])O
- HOMO (eV) = -9.4
- M (Da) = 129.12

```
! wB97M-V def2-TZVPD RIJCOSX def2/J DEFGRID3
* xyz 0 1
H 2.20 -0.13 1.31
N 2.74 0.12 0.48
C 2.06 0.54 -0.49
C 0.56 0.78 -0.57
C -0.25 -0.49 -0.44
C -0.58 -1.25 -1.48
N -0.60 -0.91 0.85
N -1.41 -0.35 1.56
O -1.74 -0.63 2.67
O -2.08 0.80 0.99
H 2.62 0.80 -1.38
H 0.29 1.48 0.22
H 0.33 1.24 -1.53
H -0.30 -0.99 -2.48
H -1.16 -2.15 -1.35
H -2.69 1.15 1.66
*
```

---

It is two that is most stable; the runner-up trails by 0.0857 hartree.

---

## one
Formula: ClFN2O3
Source: OMol25
Level of theory: wB97M-V/def2-TZVPD

Computed properties:
- HOMO-LUMO gap (spin up / spin down) (eV) = 8.62 / 8.57
- SMILES = O=NOCl.O=NF
- HOMO (spin up / spin down) (eV) = -10.9 / -10.8
- M (Da) = 130.46

```
! wB97M-V def2-TZVPD RIJCOSX def2/J DEFGRID3
* xyz 0 1
O 0.25 -0.51 -0.68
N -0.25 -0.75 0.35
O -1.02 -1.57 0.75
Cl -1.95 -3.06 -0.05
O 0.45 2.35 -0.97
N 0.56 1.97 0.14
F 1.96 1.56 0.45
*
```

---

## two
Formula: ClFN2O3
Source: OMol25
Level of theory: wB97M-V/def2-TZVPD

Computed properties:
- HOMO-LUMO gap (spin up / spin down) (eV) = 8.98 / 8.46
- HOMO (spin up / spin down) (eV) = -10.8 / -10.6
- M (Da) = 130.46

```
! wB97M-V def2-TZVPD RIJCOSX def2/J DEFGRID3
* xyz 0 1
N -1.79 0.68 1.46
N 0.44 -0.13 -1.15
O 1.60 -0.13 -1.34
O -0.45 0.54 -1.13
O -0.89 0.04 1.79
F 0.08 -1.70 -1.09
Cl 1.00 0.70 1.45
*
```

---

It is one that is most stable; the runner-up trails by 0.0179 hartree.